ORCA calculation (ωB97M-V with the def2-TZVPD basis set) on a cluster of 7 separate species, C46H107N6O8 in total.

The total energy comes out at -74703.0572 eV. As for the energy above the lowest of the compared OMol25 structures with the same formula, charge and spin: 0.00 kJ/mol. The HOMO energy comes out at -18.85 eV. The value obtained for the HOMO-LUMO gap is 0.22091 Eh. The spin multiplicity is 1. Its net charge is +5.

Last columns: bonded neighbours and bond lengths (Å).
Positions of all 167 atoms, in Å:
1 C 13.3844 17.2243 6.2953  C2 1.518, H5 1.091, H6 1.094, H7 1.091
2 C 14.3173 16.0652 5.9926  C1 1.518, O3 1.255, O4 1.256
3 O 14.4732 15.7873 4.7792  C2 1.255
4 O 14.9331 15.5066 6.9339  C2 1.256
5 H 13.5426 17.8215 7.1940  C1 1.091
6 H 12.3705 16.8241 6.3878  C1 1.094
7 H 13.2771 17.9445 5.4828  C1 1.091
8 C 14.3815 17.1920 0.5498  C9 1.539, H19 1.090, H20 1.090, H21 1.087
9 C 13.4293 18.3839 0.3448  C8 1.539, C10 1.557, N14 1.506, C18 1.548
10 C 12.1407 18.4441 1.2175  C9 1.557, C11 1.578, H22 1.090, H23 1.091
11 C 12.4931 18.6698 2.7393  C10 1.578, C12 1.536, H24 1.094, H25 1.091
12 C 13.2940 19.9731 2.8724  C11 1.536, C13 1.535, H26 1.091, H27 1.093
13 C 14.4968 20.1687 1.9382  C12 1.535, N14 1.512, C16 1.501, C17 1.567
14 N 14.1714 19.6786 0.5453  C9 1.506, C13 1.512, O15 1.220
15 O 15.0083 19.9393 -0.3037  N14 1.220
16 C 15.6439 19.3995 2.5260  C13 1.501, H28 1.093, H29 1.093, H30 1.091
17 C 14.7753 21.6981 1.7420  C13 1.567, H31 1.089, H32 1.090, H33 1.089
18 C 12.8118 18.3863 -1.0745  C9 1.548, H34 1.090, H35 1.092, H36 1.089
19 H 14.6410 17.2057 1.6081  C8 1.090
20 H 15.3442 17.3153 0.0549  C8 1.090
21 H 13.8736 16.2687 0.2814  C8 1.087
22 H 11.5371 17.5388 1.1593  C10 1.090
23 H 11.4479 19.2448 0.9554  C10 1.091
24 H 13.0287 17.8032 3.1376  C11 1.094
25 H 11.5560 18.6500 3.2967  C11 1.091
26 H 13.6291 20.0942 3.9035  C12 1.091
27 H 12.5373 20.7504 2.7421  C12 1.093
28 H 16.2211 19.9657 3.2611  C16 1.093
29 H 16.4084 19.2213 1.7660  C16 1.093
30 H 15.4312 18.4936 3.0945  C16 1.091
31 H 14.0013 22.1987 1.1616  C17 1.089
32 H 15.6801 21.9371 1.1840  C17 1.090
33 H 14.8626 22.0263 2.7766  C17 1.089
34 H 13.6588 18.2962 -1.7546  C18 1.090
35 H 12.2619 19.2729 -1.3982  C18 1.092
36 H 12.0050 17.6657 -1.1990  C18 1.089
37 C 13.2390 20.0938 9.9939  C38 1.520, H48 1.091, H49 1.091, H50 1.088
38 C 13.8710 21.0175 11.0230  C37 1.520, C39 1.583, N43 1.535, C47 1.559
39 C 13.0673 22.3000 11.4878  C38 1.583, C40 1.535, H51 1.089, H52 1.090
40 C 12.0198 21.9723 12.5614  C39 1.535, C41 1.547, H53 1.091, H54 1.090
41 C 12.7073 21.3583 13.8040  C40 1.547, C42 1.553, H55 1.090, H56 1.092
42 C 13.3256 19.9755 13.4596  C41 1.553, N43 1.525, C45 1.555, C46 1.538
43 N 14.2512 20.2079 12.2704  C38 1.535, C42 1.525, O44 1.249
44 O 15.3005 19.5309 12.2282  N43 1.249
45 C 12.1857 18.9810 13.1012  C42 1.555, H57 1.090, H58 1.090, H59 1.089
46 C 14.1041 19.4531 14.6788  C42 1.538, H60 1.088, H61 1.091, H62 1.088
47 C 15.1330 21.7382 10.4593  C38 1.559, H63 1.091, H64 1.087, H65 1.089
48 H 13.1751 20.7194 9.1024  C37 1.091
49 H 12.1993 19.8790 10.2437  C37 1.091
50 H 13.7192 19.1483 9.7497  C37 1.088
51 H 12.5590 22.8022 10.6661  C39 1.089
52 H 13.6795 23.0169 12.0351  C39 1.090
53 H 11.2727 21.3383 12.0821  C40 1.091
54 H 11.4935 22.8291 12.9824  C40 1.090
55 H 12.0281 21.2075 14.6437  C41 1.090
56 H 13.4484 22.0364 14.2323  C41 1.092
57 H 11.5693 19.2538 12.2443  C45 1.090
58 H 11.4604 19.0960 13.9063  C45 1.090
59 H 12.5484 17.9790 12.8784  C45 1.089
60 H 15.0378 19.9893 14.8372  C46 1.088
61 H 14.3149 18.4082 14.4472  C46 1.091
62 H 13.4391 19.4901 15.5390  C46 1.088
63 H 15.7937 20.9649 10.0652  C47 1.091
64 H 15.6091 22.3920 11.1851  C47 1.087
65 H 14.7580 22.3200 9.6184  C47 1.089
66 C 18.4378 15.6877 8.1598  C67 1.523, H76 1.089, H77 1.090, H78 1.091
67 C 18.9247 17.1209 8.3263  C66 1.523, N68 1.561, H79 1.090, H80 1.091
68 N 18.1245 18.1899 7.5170  C67 1.561, C69 1.514, C70 1.555, C72 1.559
69 C 17.8529 17.6114 6.1447  N68 1.514, H81 1.089, H82 1.089, H83 1.091
70 C 16.7174 18.3735 8.1537  N68 1.555, C71 1.568, H84 1.089, H85 1.091
71 C 15.9183 19.6070 7.6061  C70 1.568, H86 1.089, H87 1.092, H88 1.090
72 C 19.0111 19.4714 7.4909  N68 1.559, C73 1.540, H89 1.090, H90 1.089
73 C 19.5402 19.9957 8.8385  C72 1.540, O74 1.414, H91 1.092, H92 1.094
74 O 18.4303 20.2979 9.6611  C73 1.414, C75 1.439
75 C 18.6973 20.5618 11.0506  O74 1.439, H93 1.086, H94 1.092, H95 1.092
76 H 18.9080 15.0365 8.8945  C66 1.089
77 H 18.6560 15.2930 7.1672  C66 1.090
78 H 17.3535 15.5840 8.2202  C66 1.091
79 H 19.9917 17.1970 8.1146  C67 1.090
80 H 18.8601 17.4741 9.3562  C67 1.091
81 H 17.0749 16.8515 6.0972  C69 1.089
82 H 18.8267 17.2822 5.7851  C69 1.089
83 H 17.5122 18.4575 5.5463  C69 1.091
84 H 16.8557 18.4606 9.2303  C70 1.089
85 H 16.1777 17.4363 8.0128  C70 1.091
86 H 16.3537 20.5775 7.8384  C71 1.089
87 H 14.9708 19.5953 8.1482  C71 1.092
88 H 15.6551 19.5805 6.5489  C71 1.090
89 H 18.3422 20.1988 7.0312  C72 1.090
90 H 19.8503 19.3171 6.8135  C72 1.089
91 H 20.1310 20.9020 8.6875  C73 1.092
92 H 20.2436 19.2083 9.1247  C73 1.094
93 H 17.7466 20.9071 11.4451  C75 1.086
94 H 19.4914 21.3105 11.0108  C75 1.092
95 H 19.1242 19.7273 11.6105  C75 1.092
96 C 11.9971 12.8644 1.8333  C97 1.525, H106 1.091, H107 1.091, H108 1.090
97 C 12.0427 13.1873 3.3228  C96 1.525, N98 1.528, H109 1.093, H110 1.091
98 N 10.8317 13.9097 3.9108  C97 1.528, C99 1.520, C100 1.541, C102 1.524
99 C 9.5188 13.1648 3.7303  N98 1.520, H111 1.086, H112 1.089, H113 1.086
100 C 11.0886 14.0519 5.4240  N98 1.541, C101 1.538, H114 1.089, H115 1.089
101 C 11.1279 12.7387 6.2239  C100 1.538, H116 1.092, H117 1.088, H118 1.089
102 C 10.8321 15.2520 3.1901  N98 1.524, C103 1.497, H119 1.089, H120 1.092
103 C 9.7099 16.2226 3.3916  C102 1.497, O104 1.416, H121 1.093, H122 1.092
104 O 9.8519 16.8378 4.6595  C103 1.416, C105 1.406
105 C 8.8953 17.8461 4.8736  O104 1.406, H123 1.095, H124 1.093, H125 1.089
106 H 12.8854 12.2941 1.5574  C96 1.091
107 H 12.0953 13.7592 1.2163  C96 1.091
108 H 11.1776 12.2863 1.4071  C96 1.090
109 H 12.9772 13.6922 3.5797  C97 1.093
110 H 12.2767 12.2782 3.8786  C97 1.091
111 H 9.6822 12.1075 3.9164  C99 1.086
112 H 9.3478 13.3521 2.6716  C99 1.089
113 H 8.8536 13.6864 4.4125  C99 1.086
114 H 10.3004 14.7015 5.8018  C100 1.089
115 H 12.0374 14.5869 5.4269  C100 1.089
116 H 11.9989 12.1612 5.9076  C101 1.092
117 H 10.2727 12.0782 6.0944  C101 1.088
118 H 11.3371 12.8698 7.2844  C101 1.089
119 H 10.8761 15.0447 2.1220  C102 1.089
120 H 11.7846 15.7255 3.4369  C102 1.092
121 H 8.7470 15.7065 3.4356  C103 1.093
122 H 9.7007 16.9870 2.6112  C103 1.092
123 H 7.9017 17.6322 4.4660  C105 1.095
124 H 9.1511 18.8012 4.4075  C105 1.093
125 H 8.6533 17.9764 5.9275  C105 1.089
126 C 16.3692 15.7031 13.5860  N127 1.524, H133 1.090, H134 1.087, H135 1.088
127 N 15.6913 14.8287 12.5374  C126 1.524, C128 1.543, C129 1.500, C130 1.559
128 C 16.7999 13.8884 12.0186  N127 1.543, H136 1.087, H137 1.087, H138 1.090
129 C 14.6151 13.9814 13.1501  N127 1.500, H139 1.086, H140 1.088, H141 1.090
130 C 15.1631 15.6692 11.3347  N127 1.559, C131 1.523, H142 1.088, H143 1.092
131 C 14.5123 14.8515 10.2270  C130 1.523, O132 1.409, H144 1.096, H145 1.095
132 O 15.3945 14.2185 9.3292  C131 1.409, H146 0.973
133 H 16.9540 15.0239 14.2059  C126 1.090
134 H 15.6330 16.1907 14.2193  C126 1.087
135 H 17.1149 16.2668 13.0290  C126 1.088
136 H 16.3286 13.2323 11.2915  C128 1.087
137 H 17.3463 13.4429 12.8457  C128 1.087
138 H 17.4940 14.5387 11.4862  C128 1.090
139 H 14.4075 13.1810 12.4460  C129 1.086
140 H 13.7889 14.5931 13.5067  C129 1.088
141 H 15.0752 13.5526 14.0409  C129 1.090
142 H 15.9423 16.3202 10.9426  C130 1.088
143 H 14.3221 16.2421 11.7302  C130 1.092
144 H 13.8626 15.4968 9.6244  C131 1.096
145 H 13.7008 14.2114 10.5877  C131 1.095
146 H 15.2199 14.6275 8.4634  O132 0.973
147 C 17.7490 14.6590 -0.0480  N148 1.503, H154 1.093, H155 1.087, H156 1.089
148 N 18.8717 15.1327 0.8320  C147 1.503, C149 1.530, C150 1.516, C151 1.514
149 C 20.1781 14.4583 0.4077  N148 1.530, H157 1.087, H158 1.090, H159 1.087
150 C 19.0121 16.6233 0.5956  N148 1.516, H160 1.090, H161 1.087, H162 1.089
151 C 18.6316 14.7144 2.2676  N148 1.514, C152 1.546, H163 1.089, H164 1.090
152 C 17.5607 15.5085 3.0506  C151 1.546, O153 1.408, H165 1.095, H166 1.094
153 O 16.2467 15.2854 2.5950  C152 1.408, H167 0.968
154 H 18.0000 14.7917 -1.1035  C147 1.093
155 H 16.7825 15.1533 -0.0016  C147 1.087
156 H 17.7071 13.5734 0.0284  C147 1.089
157 H 20.9958 14.8997 0.9721  C149 1.087
158 H 20.3359 14.7771 -0.6225  C149 1.090
159 H 19.9865 13.3890 0.4383  C149 1.087
160 H 18.0329 17.0749 0.7524  C150 1.090
161 H 19.3395 16.7318 -0.4350  C150 1.087
162 H 19.6540 17.1142 1.3254  C150 1.089
163 H 19.6029 14.8198 2.7495  C151 1.089
164 H 18.3298 13.6685 2.3149  C151 1.090
165 H 17.8123 16.5741 3.0295  C152 1.095
166 H 17.7237 15.1381 4.0667  C152 1.094
167 H 15.7063 15.5871 3.3397  O153 0.968